ORCA calculation (wB97M-V/def2-TZVPD) on a cluster of 3 separate species, C20H44BN4O4S in total.

```
74
Properties=species:S:1:pos:R:3:forces:R:3:lowdin_charge:R:1
O 1.175 -4.462 2.980 -0.041 -0.030 -0.054 -0.10
C 1.919 -3.662 2.034 0.040 -0.046 -0.024 -0.24
C 0.968 -2.752 1.284 -0.372 0.038 -0.068 -0.14
C 1.595 -2.153 0.020 0.323 -0.097 0.170 -0.35
C 0.998 -0.793 -0.356 0.070 0.133 0.045 -0.19
O 1.752 0.129 0.382 -0.058 -0.130 -0.231 -0.08
B 3.133 -0.363 0.161 0.241 -0.430 -0.019 -0.74
C 4.215 0.137 1.277 -0.060 0.013 0.004 -0.17
C 4.153 1.594 1.741 0.036 -0.164 0.027 -0.46
S 3.489 2.783 0.520 0.044 0.260 0.110 0.99
C 1.829 2.899 0.990 -0.145 -0.411 0.165 -0.69
N 0.941 3.656 0.443 -0.182 0.196 -0.110 0.04
N -0.262 3.397 1.114 -0.006 0.258 -0.410 0.05
C 0.015 2.515 1.989 0.010 -0.246 0.321 -0.22
O 1.311 2.150 1.999 0.256 0.301 0.138 0.01
O 2.960 -1.879 0.253 -0.156 0.276 -0.174 -0.06
H 1.568 -5.337 3.007 0.033 0.079 0.043 0.07
H 2.668 -3.073 2.566 -0.005 -0.044 -0.069 0.11
H 2.448 -4.310 1.327 -0.040 0.030 0.019 0.12
H 0.079 -3.338 1.015 0.076 0.049 0.006 0.10
H 0.628 -1.938 1.938 0.126 -0.064 0.005 0.12
H 1.468 -2.856 -0.822 0.121 -0.047 0.127 0.14
H -0.070 -0.696 -0.122 0.020 -0.048 -0.035 0.12
H 1.164 -0.632 -1.434 -0.183 0.025 0.010 0.12
H 3.529 -0.081 -0.990 -0.100 0.105 0.047 0.11
H 4.110 -0.497 2.168 0.047 0.027 -0.032 0.09
H 5.211 -0.050 0.860 -0.036 -0.070 0.075 0.08
H 5.141 2.003 1.966 -0.062 -0.001 -0.005 0.06
H 3.557 1.710 2.645 -0.038 0.020 -0.074 0.07
H -0.653 2.050 2.695 0.077 0.006 -0.026 0.13
C -5.670 -6.243 2.480 0.018 -0.025 0.001 -0.10
C -4.370 -5.549 2.861 -0.003 0.008 0.019 -0.28
N -3.932 -4.586 1.870 -0.029 -0.027 0.024 -0.20
C -2.550 -4.156 2.045 0.086 -0.007 -0.017 -0.25
C -2.184 -3.389 3.317 0.019 0.063 -0.037 -0.08
C -4.889 -3.544 1.543 -0.033 0.048 -0.033 -0.25
C -5.429 -2.679 2.690 -0.004 0.017 -0.024 -0.08
H -5.597 -6.664 1.477 -0.003 0.009 -0.004 0.08
H -5.879 -7.052 3.182 -0.003 0.002 -0.002 0.07
H -6.522 -5.562 2.504 0.002 0.010 -0.003 0.06
H -3.578 -6.298 2.944 0.004 0.004 0.010 0.12
H -4.484 -5.114 3.869 0.003 0.005 -0.008 0.10
H -2.277 -3.556 1.173 -0.028 0.012 -0.002 0.10
H -1.923 -5.052 1.997 -0.025 -0.019 0.012 0.11
H -2.584 -2.374 3.311 -0.035 -0.017 0.019 0.06
H -1.099 -3.317 3.386 0.006 -0.034 0.018 0.05
H -2.543 -3.897 4.214 -0.005 -0.001 0.000 0.07
H -5.740 -4.010 1.039 0.006 -0.027 0.014 0.10
H -4.419 -2.901 0.795 0.005 0.009 0.014 0.11
H -5.770 -3.291 3.527 -0.014 -0.006 -0.006 0.06
H -6.285 -2.098 2.338 0.008 0.008 -0.003 0.07
H -4.686 -1.978 3.066 0.014 -0.032 0.024 0.05
C 3.076 3.129 -3.404 0.015 -0.017 -0.021 -0.08
C 2.632 4.282 -4.290 0.010 -0.012 0.011 -0.28
N 1.199 4.286 -4.533 0.013 0.028 0.030 -0.20
C 0.793 5.141 -5.629 -0.019 -0.016 -0.040 -0.26
C 1.029 6.653 -5.504 -0.016 0.001 -0.019 -0.09
C 0.366 4.327 -3.335 -0.057 -0.015 0.047 -0.24
C 0.559 5.498 -2.367 -0.067 0.036 -0.018 -0.09
H 2.720 2.179 -3.803 -0.006 -0.006 0.016 0.08
H 4.166 3.094 -3.358 0.003 -0.005 0.015 0.07
H 2.714 3.220 -2.381 -0.010 0.011 -0.007 0.04
H 3.119 4.192 -5.266 -0.012 0.013 -0.011 0.11
H 2.992 5.229 -3.853 0.000 0.000 -0.001 0.10
H -0.270 4.962 -5.814 -0.002 0.007 0.012 0.11
H 1.322 4.789 -6.522 0.018 -0.001 0.008 0.10
H 0.356 7.114 -4.783 0.016 -0.007 0.027 0.05
H 0.859 7.133 -6.471 -0.002 -0.001 -0.002 0.06
H 2.054 6.873 -5.200 0.004 -0.006 0.001 0.06
H 0.527 3.400 -2.781 0.033 0.011 0.006 0.10
H -0.675 4.296 -3.669 0.003 0.008 -0.008 0.11
H 1.613 5.651 -2.129 0.007 -0.021 0.015 0.07
H 0.060 5.277 -1.424 0.014 -0.013 -0.023 0.05
H 0.158 6.433 -2.761 0.033 0.014 -0.034 0.05
```
Positions in Å, forces in eV/Å.

Highest occupied orbital energy, eV: -4.57
Spin multiplicity: 1
Largest force on an atom, eV/A: 0.493
Energy, hartree: -1731.51547
Kohn-Sham gap, eV: 7.175
Net charge: -1

ORCA calculation (wB97M-V/def2-TZVPD) on a structure of composition C8H7MgN2O5S in a non-equilibrium geometry.

```
24
Properties=species:S:1:pos:R:3:forces:R:3:lowdin_charge:R:1
O -0.241 3.395 -1.810 -0.117 1.256 -7.030 -0.13
C -0.259 3.567 -2.994 0.110 -1.001 7.011 0.04
Mg -0.192 -1.157 -1.355 0.014 1.196 1.091 0.28
C -0.166 -3.541 -2.721 0.122 0.136 1.754 -0.23
O -0.131 -4.747 -2.842 -0.004 0.071 0.830 0.08
C -0.202 -2.915 -4.042 -0.032 2.358 -7.511 0.03
O -0.158 -2.366 -5.070 -0.114 -1.760 4.790 0.32
C 2.328 -1.126 -1.463 3.846 0.358 -0.931 0.01
O 3.452 -0.969 -1.669 -3.920 -0.472 0.838 0.11
C -2.698 -1.153 -1.673 -3.312 0.274 -0.976 0.02
O -3.806 -1.008 -1.934 3.418 -0.379 0.914 0.12
H -0.157 0.932 -1.485 -0.020 -2.119 -0.103 -0.07
S -0.279 -1.814 1.169 0.170 0.870 -0.622 0.56
C -0.006 -0.198 1.758 0.053 0.348 0.593 -0.80
N 1.193 0.334 2.072 -0.582 -1.037 -0.587 0.04
C 1.069 1.574 2.815 0.654 0.414 0.162 -0.12
C -0.437 1.808 2.853 -0.461 0.634 0.157 -0.12
N -0.966 0.663 2.142 0.025 -1.227 -0.617 0.04
H 2.063 -0.160 1.904 -0.429 0.143 0.182 0.15
H 1.593 2.383 2.303 -0.012 -0.061 0.074 0.13
H 1.489 1.462 3.818 -0.007 0.020 -0.128 0.13
H -0.715 2.738 2.351 0.000 -0.099 0.071 0.13
H -0.821 1.833 3.876 0.013 0.021 -0.115 0.13
H -1.954 0.466 1.997 0.586 0.056 0.152 0.16
```
Positions in Å, forces in eV/Å.

Highest occupied orbital energy, eV: -11.65
Spin multiplicity: 1
Largest force on an atom, eV/A: 7.873
Energy, hartree: -1392.66605
Kohn-Sham gap, eV: 5.837
Net charge: +1

ORCA calculation (wB97M-V/def2-TZVPD) on a cluster of 2 separate species, C7H18NO3PSi in total in a non-equilibrium geometry.

```
31
Properties=species:S:1:pos:R:3:forces:R:3:lowdin_charge:R:1
C -0.794 2.105 2.171 0.466 1.235 -0.326 -0.20
Si -0.110 0.439 1.518 0.909 -0.435 0.930 0.57
C 1.789 0.369 1.364 1.011 0.976 0.792 -0.19
C -0.675 -1.041 2.644 -0.357 2.320 -0.905 -0.17
C -0.764 0.069 -0.222 -2.269 0.858 0.950 -0.37
C -0.740 1.327 -1.118 1.147 1.629 -0.150 -0.14
C -0.258 0.794 -2.497 0.036 1.888 1.168 -0.35
N 0.387 1.861 -3.297 0.937 -0.445 0.864 0.03
C 0.559 -0.406 -2.050 -0.686 0.339 -0.314 -0.16
O 0.017 -0.932 -0.871 -0.581 -0.023 0.641 -0.20
H -0.957 2.076 3.317 0.064 0.239 -2.033 0.05
H -0.094 2.992 1.879 -0.882 -1.617 0.825 0.05
H -1.709 2.386 1.566 0.520 -0.499 1.134 0.03
H 2.292 0.661 0.412 -0.742 -0.414 0.316 0.02
H 2.262 1.146 2.081 -0.708 -1.519 -0.643 0.05
H 2.100 -0.680 1.630 -0.040 1.117 -0.153 0.04
H -0.478 -1.882 2.024 -0.123 -0.907 -0.269 -0.08
H -0.254 -1.185 3.633 -0.020 0.226 0.041 0.03
H -1.752 -0.790 2.659 0.220 -0.719 0.391 0.03
H -1.866 -0.292 -0.097 1.681 0.369 -0.538 0.15
H -0.001 2.184 -0.835 -0.640 -1.727 0.068 0.13
H -1.666 1.924 -1.147 -0.006 -0.768 -0.157 0.12
H -1.141 0.593 -3.055 -0.620 -1.036 -0.501 0.13
H 0.766 1.390 -4.124 0.178 0.639 0.258 0.07
H 1.155 2.342 -2.756 -0.957 -0.949 -0.922 0.09
H 0.551 -1.188 -2.733 -0.114 -1.477 -1.626 0.11
H 1.573 -0.196 -1.881 1.613 0.951 0.220 0.11
O -0.092 -5.531 0.675 -0.870 -7.303 0.528 -0.40
P 0.100 -4.166 0.739 0.615 6.490 -1.725 0.77
O -0.172 -3.662 -0.809 0.359 -0.307 1.445 -0.29
H -0.029 -2.707 -0.819 -0.142 0.870 -0.310 -0.04
```
Positions in Å, forces in eV/Å.

Highest occupied orbital energy, eV: -9.59
SMILES: C[Si](C)(C)[C@H]1C[C@@H](N)CO1.O=PO
Spin multiplicity: 1
Largest force on an atom, eV/A: 7.373
Energy, hartree: -1188.84790
Kohn-Sham gap, eV: 9.981
Net charge: 0

ORCA calculation (wB97M-V/def2-TZVPD) on a cluster of 2 separate species, CH3FN2O2 in total in a non-equilibrium geometry.

```
9
Properties=species:S:1:pos:R:3:forces:R:3:lowdin_charge:R:1
C 0.331 0.376 1.086 0.101 0.954 0.236 -0.12
N -0.349 -0.671 0.435 -0.429 -1.564 -1.685 0.00
N -0.006 -0.448 -1.611 -0.211 0.068 3.263 -0.29
O 0.769 0.422 -1.753 0.688 0.606 -1.170 0.10
O -0.607 -1.204 -2.260 -0.298 -0.438 -0.981 0.15
F -1.709 -0.388 0.338 0.173 0.400 0.309 -0.09
H 0.860 1.018 0.362 -0.086 -0.081 0.074 0.08
H -0.356 0.995 1.668 0.044 -0.041 -0.023 0.09
H 1.067 -0.099 1.736 0.018 0.096 -0.023 0.09
```
Positions in Å, forces in eV/Å.

Highest occupied orbital energy (alpha / beta), eV: -9.93 / -9.53
Spin multiplicity: 1
Largest force on an atom, eV/A: 3.270
Energy, hartree: -399.51677
Kohn-Sham gap (alpha / beta), eV: 9.279 / 9.115
Net charge: 0

ORCA calculation (wB97M-V/def2-TZVPD) on the molecule C16H13N3O2S in a non-equilibrium geometry.

```
35
Properties=species:S:1:pos:R:3:forces:R:3:lowdin_charge:R:1
O 1.359 0.922 2.490 0.029 -0.008 0.188 0.09
C 1.331 1.417 1.394 -0.139 0.210 0.111 -0.53
C 0.925 2.876 1.189 -0.282 -0.017 -0.155 -0.35
S 0.134 3.248 -0.409 0.406 0.420 -0.192 1.02
C -1.486 2.788 -0.017 -0.105 -0.275 0.868 -0.66
N -1.909 2.435 1.148 0.668 0.112 -0.076 0.16
C -3.255 2.198 0.965 -0.590 0.094 -0.938 -0.21
C -4.244 1.794 1.849 0.176 0.066 -0.138 -0.01
C -5.520 1.654 1.340 -0.136 -0.044 0.081 -0.09
C -5.811 1.902 -0.001 -0.056 -0.012 -0.002 -0.09
C -4.836 2.304 -0.897 0.332 0.128 -0.253 0.00
C -3.561 2.445 -0.388 -0.495 -0.359 1.149 -0.20
O -2.404 2.824 -1.009 0.168 0.112 -0.373 0.07
N 1.700 0.787 0.244 0.039 0.451 -1.094 0.01
N 2.145 -0.478 0.243 0.212 -0.694 0.372 0.08
C 2.485 -1.020 -0.855 -0.307 0.915 -0.118 -0.10
C 2.983 -2.377 -0.903 0.263 -0.738 -0.002 -0.22
C 3.101 -3.137 0.264 -0.021 0.104 -0.143 -0.03
C 3.585 -4.428 0.205 0.003 -0.024 0.035 -0.08
C 3.958 -4.979 -1.012 0.021 -0.025 -0.085 -0.09
C 3.844 -4.233 -2.174 0.062 -0.165 -0.026 -0.09
C 3.359 -2.940 -2.123 -0.111 0.223 0.223 -0.05
H 1.818 3.502 1.235 -0.045 0.005 -0.025 0.09
H 0.232 3.162 1.979 0.155 -0.079 -0.014 0.08
H -4.012 1.603 2.883 0.018 -0.031 0.140 0.11
H -6.318 1.343 1.997 -0.072 -0.029 0.050 0.10
H -6.825 1.779 -0.350 -0.080 -0.011 -0.036 0.10
H -5.053 2.499 -1.935 -0.069 0.014 -0.122 0.12
H 1.630 1.296 -0.643 -0.049 -0.289 0.431 0.10
H 2.418 -0.477 -1.809 -0.006 0.002 0.086 0.13
H 2.807 -2.689 1.200 -0.022 0.014 0.128 0.11
H 3.675 -5.011 1.109 0.001 -0.034 0.077 0.10
H 4.337 -5.990 -1.055 0.028 -0.076 -0.002 0.10
H 4.134 -4.662 -3.123 0.019 -0.029 -0.065 0.10
H 3.272 -2.359 -3.030 -0.015 0.069 -0.081 0.11
```
Positions in Å, forces in eV/Å.

Highest occupied orbital energy, eV: -8.51
SMILES: O=C(CSc1nc2ccccc2o1)N/N=C/c1ccccc1
Spin multiplicity: 1
Largest force on an atom, eV/A: 1.302
Energy, hartree: -1330.43247
Kohn-Sham gap, eV: 8.822
Net charge: 0

ORCA calculation (wB97M-V/def2-TZVPD) on the molecule C6H11NO in a non-equilibrium geometry.

```
19
Properties=species:S:1:pos:R:3:forces:R:3:lowdin_charge:R:1
C -1.288 -1.572 1.031 -1.113 -0.642 0.956 -0.05
C 1.919 -1.240 -0.618 0.003 -0.081 0.287 -0.03
C 0.733 -0.818 0.178 0.996 0.721 -0.068 -0.32
N 1.268 1.508 -0.276 -0.167 0.149 0.037 0.05
C 0.248 0.597 0.239 -0.499 -0.741 0.257 -0.38
C -1.001 0.679 -0.639 -0.099 1.610 0.213 -0.15
C -2.078 1.399 -0.309 0.487 -0.765 -0.367 0.02
O -0.047 -1.761 0.610 -0.130 -0.206 -0.652 -0.03
H 0.884 2.450 -0.318 0.121 -0.203 0.035 0.08
H 2.074 1.518 0.344 -0.127 0.030 -0.104 0.09
H -1.794 -2.490 1.275 0.175 -0.285 -0.002 0.05
H -1.566 -0.732 1.645 0.283 0.471 -0.225 0.05
H -0.059 0.834 1.279 0.020 -0.003 -0.202 0.14
H -0.853 0.332 -1.651 -0.094 -0.152 -0.177 0.11
H 2.018 -0.604 -1.497 0.063 0.001 -0.007 0.08
H 1.806 -2.278 -0.934 0.002 -0.005 0.050 0.08
H 2.847 -1.159 -0.039 0.044 -0.030 -0.160 0.08
H -2.866 1.597 -1.020 -0.099 -0.090 -0.070 0.05
H -2.245 1.740 0.700 0.134 0.219 0.198 0.06
```
Positions in Å, forces in eV/Å.

Highest occupied orbital energy (alpha / beta), eV: -6.64 / -7.12
Spin multiplicity: 1
Largest force on an atom, eV/A: 1.627
Energy, hartree: -365.05661
Kohn-Sham gap (alpha / beta), eV: 7.555 / 8.082
Net charge: 0

ORCA calculation (wB97M-V/def2-TZVPD) on the molecule C21H20O5.

```
46
Properties=species:S:1:pos:R:3:forces:R:3:lowdin_charge:R:1
C -6.798 -2.097 -0.517 -0.192 0.004 -0.174 -0.09
O -5.728 -2.098 0.397 0.308 0.054 0.198 -0.08
C -4.734 -1.186 0.239 0.144 0.089 0.031 -0.27
C -3.712 -1.229 1.191 -0.171 -0.099 -0.048 0.01
C -2.650 -0.357 1.119 -0.120 0.039 -0.072 -0.03
C -2.579 0.594 0.100 -0.239 -0.055 -0.130 -0.19
C -1.469 1.555 0.034 -0.134 0.766 -0.026 -0.11
C -1.720 2.884 -0.059 -0.031 -0.585 0.029 0.08
C -0.668 3.877 -0.065 -0.260 0.679 -0.126 -0.44
O -0.831 5.070 -0.143 0.104 -0.443 0.043 0.11
O 0.617 3.413 0.049 0.209 0.110 0.028 0.12
C 0.910 2.093 0.099 0.118 -0.956 0.045 -0.13
C 2.261 1.748 0.167 0.018 0.063 0.005 -0.10
C 3.330 2.795 0.205 -0.046 0.008 0.037 0.00
C 2.610 0.394 0.185 -0.509 0.305 -0.008 -0.21
O 3.947 0.149 0.232 -0.114 0.187 -0.166 -0.01
C 4.429 -1.163 0.463 0.163 -0.577 0.602 -0.30
C 4.096 -1.696 1.856 0.092 0.184 -0.291 -0.01
C 4.084 -2.154 -0.660 0.106 0.462 -0.180 -0.42
C 4.013 -1.546 -2.034 0.008 -0.258 -0.148 0.01
O 3.952 -3.330 -0.443 -0.010 -0.082 0.060 0.10
C 1.618 -0.587 0.111 0.301 -0.188 0.008 -0.01
C 0.290 -0.231 0.060 0.012 0.313 -0.009 0.00
C -0.097 1.110 0.079 0.392 0.124 0.014 -0.09
C -3.607 0.644 -0.833 0.262 -0.009 0.145 -0.01
C -4.671 -0.238 -0.777 -0.348 -0.240 0.020 -0.01
H -7.340 -1.146 -0.501 0.033 -0.032 -0.009 0.10
H -7.463 -2.895 -0.192 0.020 0.072 -0.065 0.09
H -6.456 -2.305 -1.536 -0.011 0.023 0.042 0.10
H -3.780 -1.959 1.982 -0.010 -0.080 0.104 0.12
H -1.880 -0.387 1.876 0.073 -0.037 0.060 0.12
H -2.726 3.269 -0.094 -0.054 0.042 0.041 0.13
H 3.890 2.791 -0.730 0.096 0.057 -0.042 0.09
H 4.031 2.578 1.008 0.073 0.055 0.019 0.09
H 2.893 3.777 0.351 0.078 0.055 -0.001 0.08
H 5.521 -1.041 0.393 -0.199 -0.054 -0.039 0.17
H 4.582 -1.086 2.612 0.031 0.058 0.041 0.09
H 3.024 -1.682 2.035 -0.054 -0.056 0.035 0.08
H 4.450 -2.720 1.934 -0.004 -0.046 0.033 0.09
H 4.803 -0.810 -2.163 0.041 0.102 -0.037 0.09
H 4.091 -2.327 -2.785 0.003 -0.034 0.001 0.09
H 3.059 -1.035 -2.157 -0.043 0.086 0.004 0.09
H 1.879 -1.634 0.082 -0.035 -0.081 0.053 0.11
H -0.464 -0.999 -0.012 -0.030 -0.064 -0.001 0.12
H -3.565 1.373 -1.629 0.009 0.066 -0.075 0.12
H -5.443 -0.174 -1.527 -0.082 -0.027 -0.051 0.10
```
Positions in Å, forces in eV/Å.

Highest occupied orbital energy, eV: -8.40
SMILES: COc1ccc(-c2cc(=O)oc3c(C)c(O[C@@H](C)C(C)=O)ccc23)cc1
Spin multiplicity: 1
Largest force on an atom, eV/A: 0.964
Energy, hartree: -1188.43759
Kohn-Sham gap, eV: 8.451
Net charge: 0

ORCA calculation (wB97M-V/def2-TZVPD) on the molecule CH7N2O2P in a non-equilibrium geometry.

```
13
Properties=species:S:1:pos:R:3:forces:R:3:lowdin_charge:R:1
C -0.567 -1.081 1.843 1.843 0.303 -2.078 -0.19
N -0.740 -0.290 0.603 0.666 0.151 0.297 -0.23
P 0.232 0.291 -0.429 -1.105 -0.113 -1.085 0.43
N -0.519 1.291 -1.532 -1.385 1.026 0.435 -0.08
O 1.486 1.247 -0.039 -1.705 -0.252 0.477 -0.12
O 0.967 -0.693 -1.541 -0.653 -0.624 -0.049 -0.22
H -0.240 -0.482 2.675 0.193 0.383 0.322 0.06
H -1.465 -1.549 2.101 -1.499 -0.647 0.304 0.03
H 0.184 -1.870 1.648 -0.293 0.161 0.438 0.07
H -0.356 2.274 -1.295 0.124 -0.403 -0.228 0.06
H -1.535 1.173 -1.481 0.332 -0.068 -0.082 0.06
H 2.190 0.685 -0.267 2.432 -0.681 -0.387 0.03
H 0.362 -0.995 -2.286 1.050 0.764 1.636 0.10
```
Positions in Å, forces in eV/Å.

Highest occupied orbital energy, eV: -8.86
SMILES: CN=P(N)(O)O
Spin multiplicity: 1
Largest force on an atom, eV/A: 2.794
Energy, hartree: -643.69266
Kohn-Sham gap, eV: 9.454
Net charge: 0